ORCA calculation (ωB97M-V/def2-TZVPD) on a 2-piece molecular cluster, C2H3N4 overall in a non-equilibrium geometry.

Last column: Löwdin charge in e.
Positions of all 9 atoms, in Å:
N -0.4975 -2.5025 -0.0019  -0.1893
N -0.9560 -1.2831 -0.2553  -0.1076
N 1.1494 -1.1771 0.4981  -0.1083
N 0.7407 -2.4390 0.4386  -0.1917
C 0.0814 -0.5326 0.0656  -0.3657
C -0.1186 1.8330 -0.1713  0.0037
H -1.0402 2.0112 0.3480  -0.0129
H 0.7809 2.1589 0.3148  -0.0133
H -0.1401 1.9313 -1.2366  -0.0148

LUMO level (spin up / spin down): 0.166 / 0.082 Ha
multiplicity: 3
charge: -1


ORCA calculation (ωB97M-V/def2-TZVPD) on C14H13Cl2N4RhS2 as an isolated structure in a non-equilibrium geometry.

Last column: Löwdin charge in e.
Positions of all 36 atoms, in Å:
Rh -1.0737 0.7736 -0.2172  0.5002
Cl -0.9040 0.8602 -2.4708  0.7918
Cl 4.3737 0.7102 -1.2154  0.7592
S -1.5335 2.9990 0.1531  0.7301
S 1.4894 0.9008 -0.2480  0.7671
N -1.0703 0.6891 1.7348  -0.1129
N -1.1892 -1.2476 0.0254  -0.0421
N -1.0753 1.8258 2.4602  0.0221
N -1.2365 4.1660 2.5177  0.1727
C -0.9184 -0.5432 2.2854  -0.1802
C -0.8328 -2.9638 1.6899  0.0475
C -1.2470 3.0072 1.8593  -0.7051
C -0.9679 -1.5943 1.3506  -0.1927
C 3.1272 0.7436 -2.3744  -0.6928
C 1.7759 0.7969 -1.9313  -0.6953
C -1.3178 -2.2009 -0.8995  -0.0770
C -0.6947 -0.7577 3.7403  0.0329
C 2.4026 0.7171 -4.6604  -0.0370
C -0.9225 -3.9232 0.7198  0.0131
C 3.4246 0.7139 -3.7296  -0.0681
C 0.7605 0.7948 -2.9097  -0.6102
C -1.1789 -3.5420 -0.6076  0.0252
C 1.0702 0.7508 -4.2523  -0.0846
H -0.8172 -4.9655 0.9725  0.1346
H -1.0827 4.2542 3.5095  0.1408
H -1.3740 5.0212 2.0000  0.1297
H -1.5273 -1.8954 -1.9183  0.1141
H 2.6342 0.6968 -5.7133  0.1250
H 0.2812 0.7514 -4.9869  0.1185
H -1.4782 -1.3916 4.1513  0.1203
H -0.9961 1.7622 3.4768  0.1678
H 4.4538 0.6904 -4.0509  0.1242
H -0.6807 -3.2268 2.7219  0.1280
H -0.6723 0.1681 4.3081  0.0795
H 0.2603 -1.2594 3.8953  0.1224
H -1.2621 -4.2815 -1.3857  0.1312

LUMO level (spin up / spin down): -0.323 / -0.323 Ha
charge: +2


ORCA calculation (ωB97M-V/def2-TZVPD) on one molecule with the formula C4H7NO2 in a non-equilibrium geometry.

Last column: Löwdin charge in e.
Positions of all 14 atoms, in Å:
O 1.0740 -1.4093 0.7452  -0.1545
O -1.0369 -0.9913 1.3731  0.0375
N 2.0713 -1.3780 -0.1729  0.0733
C -0.1411 -0.9364 0.3421  -0.4305
C 0.0686 0.5759 -0.2589  -0.2991
C 1.2046 0.9038 -0.7173  0.1984
C -1.2344 1.3145 -0.2144  -0.0545
H -0.5729 -1.4798 -0.5178  0.1670
H -0.5956 -0.7030 2.1864  0.1270
H 2.1080 1.2846 -1.0930  0.0433
H -2.0684 0.6194 -0.1732  0.0777
H -1.3208 1.9480 -1.0926  0.0804
H 1.6978 -1.6929 -1.0805  0.0455
H -1.2543 1.9446 0.6738  0.0885

LUMO level (spin up / spin down): 0.007 / 0.009 Ha


Number 1: total energy -8077.4400 eV. Number 2: total energy -70397.8443 eV. Number 3: total energy -9840.6015 eV.